16
Properties=species:S:1:pos:R:3:forces:R:3 method="wB97M-V/def2-TZVPD" relative_energy_kj_mol=152.65 charge=+1 total_energy_ev=-6261.9994 largest_force_ev_per_a=2.018 orbital_gap_ha=0.4037 lumo_energy_ev=-3.2
C 0.716 -2.485 -1.399 0.0368 0.3200 0.2898
N -0.315 -1.776 -1.205 -0.1826 0.2982 0.3479
H 0.888 -3.434 -0.900 -0.0368 -0.2687 -0.2168
H 1.498 -2.086 -2.032 0.1628 -0.0720 -0.1412
H -0.545 0.486 -0.219 -0.0267 -0.2229 -0.6837
H -0.972 -2.259 -0.590 0.0044 -0.0718 -0.0522
C 0.866 0.589 1.248 -0.7289 0.8918 -1.6568
N -0.072 1.274 0.218 -0.3808 -1.1681 0.6195
C -1.157 2.104 0.820 -0.0620 0.7436 -1.2366
H 0.928 -0.458 0.969 -0.3305 -0.0980 0.4053
H 0.393 0.848 2.182 0.5098 -0.4221 0.4908
H 1.833 1.005 1.058 0.5833 0.4156 0.5670
H 0.386 1.771 -0.542 0.3530 0.0136 0.2209
H -1.587 2.679 -0.001 -0.2471 -0.2060 -0.0306
H -1.924 1.458 1.229 0.1363 0.0403 0.4055
H -0.756 2.863 1.469 0.2090 -0.1934 0.6713